[1]
C26H52O20 | wB97M-V/def2-TZVPD

Computed properties:
- Largest force on an atom: 4.4 eV/Å
- E: -2526.5563 Ha
- LUMO: 0.5756 eV
- Structure (SMILES): COC(=O)OC.COC(=O)OC.COC(=O)OC.COC(=O)OC.COC(=O)OC.COC(=O)OC.C1CCOC1.C1CCOC1
- Frontier orbital gap: 10.00 eV

The geometry in ORCA input format:
```
! RIJCOSX wB97M-V def2-TZVPD def2/J DEFGRID3
* xyz 0 1
C -2.27 1.59 -3.88
C -2.88 0.58 -2.96
C -3.67 -0.29 -3.87
O -4.00 0.49 -4.99
C -3.00 1.51 -5.21
H -1.21 1.35 -3.97
H -2.38 2.60 -3.47
H -3.57 0.91 -2.18
H -2.10 -0.05 -2.54
H -4.61 -0.59 -3.40
H -3.11 -1.17 -4.19
H -3.47 2.44 -5.52
H -2.34 1.12 -5.99
C 2.56 -0.81 5.76
C 2.60 -1.01 4.28
C 1.70 -2.31 4.19
O 0.91 -2.41 5.35
C 1.20 -1.25 6.17
H 2.75 0.24 5.99
H 3.41 -1.25 6.29
H 3.59 -1.21 3.87
H 2.14 -0.15 3.78
H 2.38 -3.15 4.05
H 1.12 -2.30 3.27
H 1.22 -1.67 7.17
H 0.49 -0.43 6.02
C -5.39 -0.32 0.03
O -4.90 -1.21 0.97
C -4.09 -2.18 0.61
O -3.59 -2.30 -0.50
O -3.90 -2.95 1.65
C -2.93 -3.95 1.50
H -4.59 -0.08 -0.67
H -5.77 0.65 0.35
H -6.17 -0.80 -0.57
H -2.23 -3.72 0.69
H -3.27 -4.99 1.51
H -2.26 -3.89 2.36
C 0.35 3.70 -1.57
O 1.38 3.12 -2.39
C 2.64 3.03 -1.93
O 2.93 3.32 -0.75
O 3.48 2.69 -2.93
C 4.84 2.60 -2.53
H 0.55 3.71 -0.50
H -0.58 3.16 -1.75
H 0.18 4.76 -1.72
H 5.41 2.45 -3.45
H 4.91 1.76 -1.84
H 5.19 3.55 -2.10
C -1.10 -0.61 1.87
O -0.78 -0.85 0.48
C 0.15 -0.25 -0.16
O 0.83 0.68 0.19
O 0.24 -0.88 -1.32
C 0.84 -0.22 -2.42
H -1.83 -1.30 2.29
H -1.45 0.38 2.18
H -0.19 -0.84 2.43
H 0.48 -0.75 -3.30
H 1.93 -0.22 -2.36
H 0.44 0.78 -2.54
C 4.32 1.19 1.12
O 5.09 0.00 1.13
C 6.38 0.02 1.50
O 7.19 -0.87 1.19
O 6.76 1.17 2.11
C 8.06 1.33 2.71
H 4.18 1.46 2.17
H 3.32 0.86 0.84
H 4.68 2.03 0.53
H 8.13 0.81 3.66
H 8.27 2.39 2.84
H 8.91 0.94 2.14
C -3.74 -1.70 4.76
O -4.38 -0.53 5.38
C -4.28 0.79 4.97
O -3.64 1.31 4.03
O -4.95 1.53 5.84
C -4.82 2.89 6.05
H -2.75 -1.73 5.22
H -3.62 -1.67 3.68
H -4.15 -2.61 5.20
H -5.06 3.24 7.05
H -5.42 3.41 5.31
H -3.78 3.21 5.92
C -0.94 -2.76 -5.28
O 0.06 -2.83 -6.28
C 0.73 -1.66 -6.58
O 0.74 -0.60 -5.96
O 1.45 -1.89 -7.72
C 1.86 -0.76 -8.45
H -1.75 -2.21 -5.76
H -0.57 -2.33 -4.35
H -1.36 -3.72 -4.99
H 2.47 -1.19 -9.25
H 2.47 -0.08 -7.86
H 0.93 -0.26 -8.73
*
```



[2]
C37H55F6FeP2SbSi | wB97M-V/def2-TZVPD

Computed properties:
- Largest force on an atom: 0.2 eV/Å
- E: -4517.8899 Ha
- LUMO (alpha / beta): -7.2098 / -7.1475 eV
- Frontier orbital gap (alpha / beta): 7.70 / 7.90 eV
- <S²>: 6.03

The geometry in ORCA input format:
```
! RIJCOSX wB97M-V def2-TZVPD def2/J DEFGRID3
* xyz 2 5
Fe -0.40 -0.31 -0.17
C 1.38 2.66 1.15
Si 0.38 2.33 -0.35
C -1.32 3.06 -0.49
C -1.52 4.19 -1.28
C -2.74 4.85 -1.24
C -3.77 4.37 -0.44
C -3.58 3.23 0.33
C -2.36 2.57 0.30
P -2.03 1.00 1.14
C -2.06 0.95 2.98
C -0.81 1.47 3.71
C -0.81 2.98 3.88
C -2.06 3.43 4.64
C -3.30 3.03 3.86
C -3.35 1.53 3.60
C -3.35 -0.25 0.75
C -2.64 -1.57 0.44
C -3.64 -2.75 0.48
C -5.06 -2.27 0.15
C -5.03 -1.17 -0.90
C -4.32 0.10 -0.38
C 1.45 2.18 -1.84
C 2.50 3.09 -1.96
C 3.35 3.05 -3.06
C 3.17 2.07 -4.03
C 2.15 1.13 -3.91
C 1.28 1.19 -2.82
P -0.03 -0.02 -2.56
C 0.64 -1.69 -2.96
C 0.01 -2.72 -2.00
C 0.65 -4.10 -2.17
C 0.58 -4.57 -3.61
C 1.22 -3.55 -4.55
C 0.56 -2.17 -4.41
C -1.46 0.49 -3.58
C -1.08 0.90 -5.02
C -2.30 0.83 -5.95
C -3.58 1.18 -5.20
C -3.88 0.12 -4.13
C -2.60 -0.53 -3.59
H 1.74 3.69 1.04
H 2.25 2.00 1.17
H 0.84 2.61 2.09
H -0.72 4.58 -1.91
H -2.89 5.73 -1.85
H -4.72 4.88 -0.42
H -4.40 2.86 0.94
H -2.08 -0.14 3.11
H 0.10 1.09 3.22
H -0.82 1.01 4.70
H -0.80 3.49 2.91
H 0.09 3.29 4.41
H -2.04 4.51 4.79
H -2.07 2.97 5.63
H -3.31 3.58 2.91
H -4.21 3.32 4.39
H -4.23 1.27 3.00
H -3.49 1.02 4.56
H -3.90 -0.37 1.68
H -1.82 -1.78 1.15
H -2.23 -1.51 -0.58
H -3.61 -3.21 1.47
H -3.32 -3.52 -0.23
H -5.56 -1.91 1.05
H -5.65 -3.12 -0.20
H -6.04 -0.92 -1.23
H -4.52 -1.55 -1.79
H -5.06 0.80 -0.01
H -3.80 0.60 -1.20
H 2.67 3.84 -1.20
H 4.16 3.76 -3.14
H 3.85 2.01 -4.87
H 2.05 0.36 -4.65
H 1.69 -1.59 -2.68
H -1.07 -2.79 -2.19
H 0.15 -2.42 -0.95
H 0.16 -4.81 -1.50
H 1.70 -4.03 -1.85
H -0.47 -4.72 -3.90
H 1.07 -5.53 -3.71
H 1.15 -3.88 -5.58
H 2.29 -3.46 -4.31
H -0.48 -2.24 -4.74
H 1.06 -1.47 -5.08
H -1.82 1.39 -3.05
H -0.29 0.26 -5.41
H -0.68 1.92 -5.01
H -2.39 -0.18 -6.37
H -2.15 1.49 -6.80
H -4.42 1.27 -5.88
H -3.46 2.16 -4.73
H -4.52 -0.66 -4.54
H -4.45 0.57 -3.31
H -2.32 -1.38 -4.22
H -2.77 -0.94 -2.59
F 1.26 -0.48 0.65
Sb 3.22 -1.34 0.82
F 2.19 -2.90 0.97
F 2.95 -0.97 2.63
F 4.91 -2.08 0.92
F 3.72 0.45 0.55
F 3.01 -1.48 -1.05
*
```



[3]
C4H7NO2 | wB97M-V/def2-TZVPD

Computed properties:
- Largest force on an atom: 1.1 eV/Å
- E: -361.7071 Ha
- LUMO: 0.9071 eV
- Frontier orbital gap: 8.80 eV

The geometry in ORCA input format:
```
! RIJCOSX wB97M-V def2-TZVPD def2/J DEFGRID3
* xyz 0 1
C 0.79 0.56 0.50
C 0.65 -0.39 -1.11
C -0.57 0.46 0.14
N 1.35 -0.24 1.47
O -1.01 1.64 -0.41
C -2.89 -0.49 0.20
O -3.27 -1.46 0.65
H -1.85 1.47 -0.86
H 1.35 1.48 0.30
H 0.82 -1.07 1.71
H 2.35 -0.24 1.59
H -0.02 -0.18 -1.93
H 0.64 -1.44 -0.84
H 1.66 -0.09 -1.41
*
```



[4]
C15H46N2O9 | wB97M-V/def2-TZVPD

Computed properties:
- Largest force on an atom: 5.1 eV/Å
- E: -1385.4525 Ha
- LUMO: -2.3437 eV
- Frontier orbital gap: 4.65 eV

The geometry in ORCA input format:
```
! RIJCOSX wB97M-V def2-TZVPD def2/J DEFGRID3
* xyz 0 1
N 2.94 0.47 3.84
H 2.72 0.84 4.75
H 3.67 -0.21 3.99
H 3.36 1.16 3.23
H 2.13 -0.03 3.51
N -1.40 -0.09 0.28
O -0.71 -0.43 1.19
O -2.40 -0.75 -0.10
O -1.29 1.07 -0.20
C 0.19 -5.13 4.95
C -0.67 -6.10 4.12
C -0.27 -7.66 4.19
O -1.97 -6.03 4.77
H 1.24 -5.41 4.85
H 0.06 -5.14 6.03
H -0.06 -4.12 4.62
H -0.67 -5.80 3.07
H -0.80 -8.18 3.39
H -0.54 -8.05 5.17
H 0.78 -7.89 4.03
H -2.56 -5.42 4.33
C 3.61 -3.49 -1.30
C 5.02 -3.89 -1.58
C 5.49 -3.08 -2.78
O 5.82 -3.83 -0.40
H 2.93 -3.65 -2.14
H 3.65 -2.41 -1.15
H 3.30 -3.96 -0.38
H 5.01 -4.87 -2.04
H 4.92 -3.33 -3.68
H 6.49 -3.33 -3.14
H 5.46 -2.00 -2.73
H 6.71 -3.63 -0.70
C 1.32 6.02 0.92
C 1.12 6.01 -0.63
C 1.90 7.16 -1.24
O 1.79 4.77 -1.04
H 2.37 6.09 1.21
H 0.97 5.22 1.56
H 0.91 6.94 1.34
H 0.06 5.98 -0.88
H 1.32 8.07 -1.15
H 2.17 7.03 -2.29
H 2.79 7.47 -0.69
H 1.21 4.07 -0.75
C -4.35 2.57 3.96
C -5.61 1.79 3.66
C -6.20 2.00 2.26
O -5.16 0.45 3.60
H -3.84 2.36 4.90
H -4.64 3.62 3.86
H -3.65 2.32 3.16
H -6.37 1.92 4.44
H -6.53 3.04 2.21
H -7.13 1.45 2.16
H -5.62 1.79 1.36
H -4.53 0.44 2.87
C 0.40 1.35 -5.88
C -0.83 2.33 -5.96
C -0.90 2.91 -7.35
O -1.99 1.56 -5.72
H 0.45 0.66 -6.72
H 0.48 0.85 -4.91
H 1.26 2.00 -6.02
H -0.83 3.07 -5.17
H -1.63 3.72 -7.27
H -1.20 2.18 -8.10
H 0.01 3.34 -7.77
H -1.74 1.09 -4.92
O -3.23 -3.45 -3.72
H -3.77 -2.88 -4.27
H -2.96 -2.90 -2.99
*
```



[5]
C9H8AsCeNO7S | wB97M-V/def2-TZVPD

Computed properties:
- Largest force on an atom: 7.5 eV/Å
- E: -4038.1102 Ha
- LUMO (alpha / beta): -3.1111 / -3.0996 eV
- Frontier orbital gap (alpha / beta): 8.51 / 10.21 eV
- <S²>: 0.75

The geometry in ORCA input format:
```
! RIJCOSX wB97M-V def2-TZVPD def2/J DEFGRID3
* xyz 1 2
Ce -0.62 -0.32 0.09
O -2.30 -3.31 2.71
As -1.73 -1.79 2.05
O -0.10 -1.90 1.62
O -2.46 -1.61 0.56
C -1.91 -0.52 3.53
C -2.19 -1.07 4.78
C -2.14 -0.28 5.91
C -1.82 1.07 5.80
C -1.54 1.62 4.56
C -1.57 0.82 3.43
S -1.08 1.60 1.88
O -2.00 1.13 0.81
O -1.04 3.01 2.05
O 0.24 0.98 1.54
H -2.74 -3.82 2.02
H -2.43 -2.13 4.85
H -2.34 -0.71 6.88
H -1.79 1.69 6.69
H -1.29 2.66 4.45
O 2.55 -0.79 1.14
C 1.93 -0.78 0.21
C 0.65 0.67 -4.64
C 0.25 0.32 -3.33
N -0.07 0.04 -2.26
H 0.68 1.76 -4.73
H -0.06 0.27 -5.36
H 1.64 0.27 -4.85
*
```



[6]
C9H18O4S | wB97M-V/def2-TZVPD

Computed properties:
- Largest force on an atom: 8.3 eV/Å
- E: -1052.6390 Ha
- LUMO: 0.4841 eV
- Structure (SMILES): COCCCC[C@@H]1CCCOS1(=O)=O
- Frontier orbital gap: 10.22 eV

The geometry in ORCA input format:
```
! RIJCOSX wB97M-V def2-TZVPD def2/J DEFGRID3
* xyz 0 1
C 1.74 -2.75 0.09
O 2.64 -1.74 0.67
C 2.92 -0.64 -0.26
C 3.01 0.81 0.50
C 1.62 1.67 0.54
C 0.28 0.80 0.92
C -1.10 1.48 0.26
C -2.37 0.75 1.03
C -2.69 -0.75 0.42
C -3.04 -0.72 -1.21
O -1.77 -0.49 -1.93
S -1.26 1.10 -1.60
O 0.07 1.31 -2.39
O -2.31 2.06 -2.28
H 0.75 -2.79 0.75
H 1.47 -2.59 -1.04
H 2.19 -3.86 0.15
H 2.16 -0.52 -1.14
H 4.00 -0.85 -0.73
H 3.53 0.69 1.56
H 3.78 1.47 -0.13
H 1.75 2.47 1.41
H 1.52 2.30 -0.46
H 0.28 -0.31 0.56
H 0.13 0.80 2.11
H -1.14 2.64 0.40
H -2.04 0.57 2.16
H -3.34 1.44 1.07
H -1.80 -1.50 0.61
H -3.65 -1.20 0.94
H -3.86 0.09 -1.43
H -3.46 -1.75 -1.55
*
```



[7]
C13H14BrCl2N2O2Tl | wB97M-V/def2-TZVPD

Computed properties:
- Largest force on an atom: 0.5 eV/Å
- E: -4430.7283 Ha
- LUMO: 4.8110 eV
- Frontier orbital gap: 5.47 eV

The geometry in ORCA input format:
```
! RIJCOSX wB97M-V def2-TZVPD def2/J DEFGRID3
* xyz -2 1
Tl 0.84 0.93 2.24
C -1.98 4.83 1.78
C -1.34 3.50 1.33
O -1.08 2.68 2.25
C -1.09 3.38 -0.03
C -0.57 2.26 -0.75
C -0.55 2.37 -2.26
N -0.16 1.16 -0.18
N 0.11 0.13 -1.07
C 0.57 -0.96 -0.52
O 0.88 -1.19 0.69
C 0.77 -2.09 -1.49
C 0.97 -3.38 -1.01
C 1.26 -4.43 -1.86
C 1.36 -4.21 -3.23
C 1.14 -2.93 -3.73
C 0.84 -1.89 -2.87
H -2.39 4.71 2.78
H -2.76 5.16 1.09
H -1.21 5.60 1.82
H -1.41 4.22 -0.64
H -0.75 3.40 -2.58
H -1.30 1.70 -2.69
H 0.42 2.05 -2.63
H 0.91 -3.52 0.07
H 1.43 -5.42 -1.46
H 1.61 -5.03 -3.90
H 1.22 -2.76 -4.80
H 0.66 -0.89 -3.25
Cl -1.16 -1.14 3.34
C -0.01 -2.03 4.37
Cl 1.05 -3.09 3.42
H -0.59 -2.66 5.04
H 0.59 -1.29 4.90
Br 1.72 0.83 5.86
*
```



[8]
C33H49BN12PRhS3 | wB97M-V/def2-TZVPD

Computed properties:
- Largest force on an atom: 1.4 eV/Å
- E: -3615.0779 Ha
- LUMO: -5.4226 eV
- Frontier orbital gap: 7.32 eV

The geometry in ORCA input format:
```
! RIJCOSX wB97M-V def2-TZVPD def2/J DEFGRID3
* xyz 2 1
Rh -0.02 -0.27 0.46
C -2.62 -1.25 5.39
N -2.51 -0.86 3.99
C -3.41 -0.11 3.29
C -2.91 0.02 2.03
N -1.71 -0.62 1.96
C -1.48 -1.15 3.16
P -0.08 -2.21 3.62
C 0.08 -3.06 2.02
N 0.37 -2.50 0.86
C 0.46 -3.51 -0.06
C 0.23 -4.70 0.57
N -0.01 -4.40 1.88
C -0.32 -5.36 2.93
C 1.23 -0.97 3.32
N 1.22 -0.04 2.37
C 2.34 0.72 2.56
C 3.03 0.24 3.64
N 2.31 -0.82 4.12
C 2.67 -1.65 5.26
H -3.39 -0.66 5.87
H -1.68 -1.07 5.91
H -2.87 -2.30 5.48
H -4.33 0.24 3.73
H -3.34 0.52 1.18
H 0.71 -3.32 -1.09
H 0.22 -5.71 0.19
H -0.58 -6.32 2.48
H -1.17 -5.02 3.52
H 0.53 -5.50 3.59
H 2.57 1.56 1.93
H 3.94 0.58 4.10
H 3.70 -1.46 5.53
H 2.56 -2.70 5.01
H 2.03 -1.42 6.12
C 5.97 1.48 -1.39
C 4.78 0.53 -1.31
C 4.75 -0.04 0.11
C 4.95 -0.57 -2.36
N 3.53 1.29 -1.63
C 3.54 2.60 -2.07
C 2.29 2.90 -2.48
N 1.51 1.79 -2.32
B 0.06 1.76 -2.89
N -0.39 0.32 -3.26
C -0.01 -0.24 -4.45
C -0.69 -1.40 -4.60
N -1.49 -1.57 -3.49
C -1.27 -0.50 -2.66
S -1.95 -0.25 -1.09
C -2.55 -2.63 -3.39
C -2.46 -3.52 -4.63
C -2.35 -3.52 -2.16
C -3.91 -1.93 -3.37
N -0.95 2.48 -1.96
C -2.07 3.07 -2.48
C -2.67 3.77 -1.50
N -1.93 3.60 -0.35
C -0.88 2.79 -0.65
S 0.31 2.18 0.44
C -2.16 4.40 0.90
C -2.40 3.51 2.12
C -3.41 5.26 0.71
C -0.94 5.31 1.11
C 2.26 0.82 -1.78
S 1.67 -0.73 -1.31
H 6.87 0.93 -1.12
H 5.87 2.31 -0.69
H 6.12 1.87 -2.40
H 5.63 -0.67 0.26
H 3.87 -0.65 0.29
H 4.78 0.76 0.85
H 5.92 -1.05 -2.24
H 4.89 -0.15 -3.36
H 4.17 -1.34 -2.25
H 4.42 3.21 -2.06
H 1.91 3.82 -2.89
H 0.09 2.38 -3.91
H 0.69 0.23 -5.11
H -0.66 -2.10 -5.41
H -1.48 -4.00 -4.70
H -2.67 -2.97 -5.54
H -3.21 -4.31 -4.53
H -1.44 -4.11 -2.27
H -3.20 -4.20 -2.09
H -2.30 -2.95 -1.24
H -3.99 -1.24 -4.22
H -4.05 -1.37 -2.45
H -4.71 -2.66 -3.46
H -2.35 2.96 -3.51
H -3.56 4.37 -1.54
H -3.35 2.97 2.01
H -2.47 4.14 3.01
H -1.61 2.79 2.27
H -4.29 4.65 0.51
H -3.28 5.99 -0.09
H -3.59 5.81 1.63
H -0.06 4.73 1.36
H -1.14 6.02 1.92
H -0.74 5.89 0.20
*
```